120
Properties=species:S:1:pos:R:3:forces:R:3:mulliken_charge:R:1 method="wB97M-V/def2-TZVPD" total_charge=0 lumo_energy_ha=-0.0101 e_homo_ev=-7.29 smiles=CCCCCCCCc1cc(P(C)O)c(CCCCCCC)c2c1Nc1ccc(CCCO)cc1S2.FC(F)C(F)(F)COC(F)(F)C(F)F.FC(F)C(F)(F)COC(F)(F)C(F)F gap_ev=7.02
C 2.137442 -5.358192 1.602939 0.20 -0.17 0.79 -1.01
C 3.084149 -4.797710 0.386440 0.83 -0.50 0.16 -0.33
C 2.520448 -5.123208 -1.128348 0.55 -0.89 0.29 -0.48
C 2.929704 -4.004480 -2.256009 -0.40 1.38 0.35 -0.42
C 1.652742 -3.555614 -3.238381 0.13 -1.56 1.30 -0.81
C 0.518778 -2.929759 -2.232896 0.79 -0.33 0.20 0.26
C -0.499959 -1.838834 -2.952736 1.15 -0.98 1.13 0.09
C -2.032622 -2.261659 -2.561652 -1.07 0.59 -0.38 -0.71
C -2.796065 -1.244524 -1.522464 -2.45 2.31 1.04 0.49
C -4.221408 -0.579378 -2.092652 1.20 0.80 3.74 -1.11
C -5.173309 0.433081 -1.183841 4.28 -1.91 2.60 0.35
P -6.761191 1.098568 -2.009039 0.09 -0.07 -0.88 0.04
C -6.698985 3.038019 -1.832168 0.24 0.33 2.21 -0.88
O -8.215703 0.598337 -1.194005 0.85 -0.51 -1.66 -0.53
C -4.644759 0.755693 0.333812 1.45 -1.32 -2.28 -0.03
C -5.547853 1.714626 1.346068 0.63 -2.25 0.30 -0.64
C -6.200144 0.656336 2.464644 0.28 -0.03 0.14 -0.44
C -7.813318 0.429378 2.283683 -0.35 -0.37 1.52 -0.39
C -8.257632 -1.182839 2.309575 -1.35 0.59 -0.36 -0.75
C -8.194940 -1.899515 0.837182 -0.09 -0.49 0.20 -0.05
C -8.482616 -3.528029 0.866701 -1.02 0.44 -0.93 -0.41
C -10.140165 -3.744164 0.920719 -0.07 -0.94 0.02 -0.90
C -3.194445 0.125328 0.880110 -0.45 -1.14 -3.12 0.21
C -2.233802 -0.867211 0.009487 -4.39 1.37 -2.49 0.31
N -0.926024 -1.486216 0.383758 -0.51 3.03 0.94 0.31
C -0.407656 -1.163539 1.747817 2.95 0.57 4.49 0.20
C 1.084764 -1.823778 2.125289 -1.34 2.14 2.57 -0.25
C 1.824725 -1.531118 3.562259 -3.67 1.61 -1.11 -0.59
C 1.144586 -0.562579 4.718447 -1.94 -0.80 -3.40 0.33
C 2.012043 -0.312944 6.103257 0.39 0.00 -0.90 -0.77
C 3.083319 0.959988 5.963557 0.93 0.18 0.32 -0.48
C 3.922204 0.955963 4.554034 -0.58 -0.90 -1.33 -0.14
O 4.910117 2.039535 4.414403 -0.55 -0.98 -1.26 -0.57
C -0.326142 0.078964 4.378768 2.27 -2.18 -2.16 -0.65
C -1.063287 -0.224618 2.909344 3.14 -1.62 -0.14 0.32
S -2.706536 0.609261 2.618864 0.98 -1.18 -1.16 -0.31
H 2.017983 -6.536043 1.596980 0.33 2.43 -0.26 0.32
H 1.058658 -4.904730 1.644475 2.06 -0.72 -0.34 0.27
H 2.640051 -5.101668 2.652052 -1.01 -0.47 -2.28 0.25
H 4.130606 -5.363126 0.486751 -2.18 1.34 -0.12 0.32
H 3.339079 -3.644146 0.535284 -0.76 -2.38 -0.37 0.26
H 1.373368 -5.329555 -1.023115 2.08 0.63 -0.49 0.20
H 3.019479 -6.157572 -1.442896 -1.22 2.14 0.62 0.37
H 3.882674 -4.298622 -2.868262 -1.90 0.36 1.16 0.39
H 3.200649 -3.011496 -1.651826 -0.38 -2.02 -1.32 0.00
H 1.215382 -4.591292 -3.639451 0.90 2.40 0.38 0.25
H 1.985875 -2.854465 -4.113813 -0.65 -1.30 1.78 0.37
H 1.118660 -2.452885 -1.317254 -1.35 -0.81 -1.97 -0.41
H -0.056010 -3.858372 -1.760632 1.00 2.21 -1.08 0.25
H -0.167533 -0.776801 -2.539436 -1.13 -2.15 -1.07 -0.19
H -0.257593 -1.877518 -4.108237 -0.88 0.17 2.36 0.47
H -2.145887 -3.348657 -2.110631 0.65 2.23 -0.89 0.31
H -2.642138 -2.289696 -3.587777 1.02 0.25 2.43 0.22
H -4.580592 -0.840534 -3.177261 0.86 0.50 2.34 0.05
H -6.825349 3.590202 -2.856428 0.27 -1.29 2.05 0.32
H -7.533056 3.373401 -1.047379 1.63 -0.60 -1.89 0.26
H -5.666064 3.285536 -1.287188 -2.17 -0.32 -1.51 0.25
H -8.646007 -0.063517 -1.841659 1.13 1.58 1.55 0.35
H -6.464380 2.220627 0.823867 2.17 -0.79 0.71 0.01
H -4.827937 2.447807 1.907108 -1.49 -1.17 -1.29 0.33
H -5.972016 1.107999 3.519633 -0.58 -0.90 -1.89 0.28
H -5.633704 -0.393371 2.432488 -1.23 2.34 -0.09 0.34
H -8.288298 1.012181 1.380649 1.11 -1.42 1.54 0.22
H -8.323397 0.887576 3.260920 1.04 -0.89 -2.13 0.30
H -9.410418 -1.162060 2.619109 2.42 -0.19 -0.57 0.28
H -7.711806 -1.790176 3.155791 -0.77 1.29 -1.78 0.28
H -9.089282 -1.435278 0.197213 2.30 -0.85 1.22 0.04
H -7.150139 -1.716332 0.338781 -2.03 -0.12 0.85 0.07
H -8.155636 -4.015372 -0.172137 -0.39 1.17 2.36 0.24
H -7.921953 -4.076580 1.736446 -1.15 1.12 -1.63 0.32
H -10.522529 -4.336795 -0.039296 0.93 1.28 2.04 0.27
H -10.443820 -4.419177 1.851842 0.51 1.66 -1.93 0.22
H -10.725651 -2.722365 0.925492 1.26 -2.04 0.23 0.27
H -0.215296 -1.068353 -0.289996 -1.11 -0.96 0.95 -0.04
H 1.630557 -2.502803 1.309069 -1.40 1.65 2.04 0.15
H 2.870736 -2.006696 3.783449 -2.26 0.97 -0.56 0.22
H 1.343679 -0.183235 7.066560 1.24 -0.16 -2.18 0.34
H 2.670671 -1.274217 6.258529 -1.40 1.80 -0.34 0.28
H 2.568920 2.004799 6.128228 0.87 -2.13 -0.52 0.27
H 3.888282 0.843476 6.834058 -1.79 0.23 -1.78 0.29
H 3.176929 1.041176 3.628020 1.31 -0.29 2.11 0.22
H 4.516311 -0.062025 4.398836 -1.41 1.80 0.62 0.13
H 5.218604 2.015979 3.444770 -0.83 0.03 2.48 0.43
H -0.853700 0.790899 5.178848 1.19 -1.78 -2.13 0.22
C 7.679473 4.744738 0.600219 0.13 0.50 1.00 -0.65
C 8.433636 4.840282 -0.735386 0.73 -0.59 0.61 0.80
C 7.563423 4.819325 -1.991035 0.03 0.45 -1.26 0.09
F 6.736871 3.758849 -2.062310 0.04 0.38 -0.32 -0.17
F 8.340492 4.769350 -3.109227 0.11 0.11 0.47 -0.29
F 9.385968 3.872199 -0.768440 -0.24 0.31 -0.16 -0.28
F 9.120166 6.027551 -0.724727 -0.61 -0.11 -0.18 -0.33
O 7.500505 3.433137 1.158054 -1.13 -0.86 -1.60 -0.38
C 6.447667 2.663811 0.571878 0.49 2.14 1.18 0.53
C 6.955236 1.517539 -0.318492 0.66 -0.66 -0.47 0.23
F 7.896121 1.927828 -1.199820 -0.19 -0.47 0.68 -0.20
F 5.941278 0.986853 -1.050510 -0.21 0.23 0.37 -0.20
F 5.604310 3.507153 -0.064016 -0.30 -0.89 0.39 -0.18
F 5.737817 2.148028 1.614561 0.40 -0.33 -0.67 -0.35
H 8.303925 5.260920 1.340907 0.04 -0.28 -0.27 0.43
H 6.740722 5.309617 0.591576 0.15 -0.22 -0.27 0.30
H 6.956697 5.727480 -2.055835 0.07 0.04 0.20 0.28
H 7.393982 0.717748 0.286777 -0.14 0.20 0.16 0.21
C 1.948086 2.392891 -2.164383 -0.66 0.29 0.85 -0.76
C 2.299248 1.112273 -2.937967 -0.95 0.37 -0.42 1.06
C 3.734831 1.021500 -3.452969 0.96 -0.77 -0.18 0.41
F 4.109312 2.071691 -4.207780 0.24 -0.47 0.16 -0.20
F 3.891842 -0.082527 -4.236013 -0.37 -0.01 0.23 -0.29
F 1.395586 0.945729 -3.938402 0.32 -0.14 0.22 -0.33
F 2.096323 0.058757 -2.083584 0.51 0.20 0.06 -0.31
O 1.386131 3.479068 -2.917996 1.57 0.12 -1.19 -0.44
C 2.330499 4.253224 -3.661490 -0.58 -0.23 2.18 0.72
C 2.258877 4.007474 -5.177670 -0.08 -0.14 -0.98 0.21
F 2.259319 2.690304 -5.486542 -0.45 0.57 -0.03 -0.19
F 3.329792 4.555621 -5.808752 -0.12 0.13 0.49 -0.26
F 3.559762 4.045461 -3.139392 -0.23 0.77 -0.40 -0.25
F 2.033018 5.556902 -3.398743 -0.01 -0.63 -0.61 -0.31
H 1.147385 2.117550 -1.465764 0.06 -0.04 -0.35 0.47
H 2.768388 2.731300 -1.521733 0.05 -0.15 -0.35 0.28
H 4.439170 0.933647 -2.620353 -0.26 0.05 0.04 -0.06
H 1.350720 4.447427 -5.602178 0.03 0.07 0.30 0.25